(1)
The following is a DFT calculation (ωB97M-V/def2-TZVPD) of C15H20I2InN3O as an isolated structure in a non-equilibrium geometry.

Each line ends with the Löwdin charge.
Atoms and positions in Å:
C  1.86889  2.11543  -0.86826  -0.495
I  4.02350  0.80659  -1.39747  -0.203
H  1.96206  3.01787  -1.48640  0.046
H  1.77660  1.23012  -1.52364  -0.137
H  2.55870  2.14081  -0.01623  -0.051
C  -0.17951  -1.92248  -3.59367  -0.047
C  -0.42206  -0.54778  -1.81880  -0.213
N  -0.13538  -1.81353  -2.20760  -0.125
H  -0.66876  -0.36138  -5.07377  0.113
I  -3.39771  0.42899  0.11622  0.086
N  -0.70962  0.11848  -2.97139  -0.105
H  0.04104  -2.83942  -4.10449  0.110
In  -0.67230  0.16673  0.19615  0.279
C  0.39288  2.17430  -0.19335  -0.485
O  -0.16303  3.16866  0.12970  -0.069
C  -0.52931  -0.71014  -4.07051  -0.046
C  -1.08214  1.51691  -3.09472  -0.027
H  -1.52619  1.65373  -4.08915  0.088
H  -0.20762  2.18198  -3.01877  0.101
H  -1.81835  1.79852  -2.32900  0.055
C  0.19374  -2.91006  -1.32002  -0.022
H  0.52706  -3.75568  -1.93331  0.087
H  -0.67710  -3.23074  -0.72628  0.098
H  0.99688  -2.63156  -0.62087  0.105
C  2.18658  1.22540  3.43432  -0.080
C  1.03008  0.59042  4.12969  -0.249
C  0.91338  0.65913  5.50239  -0.128
C  -0.15921  0.05892  6.16959  -0.188
C  -1.12603  -0.66146  5.45584  -0.131
C  -1.05895  -0.77558  4.08067  -0.256
C  -2.07652  -1.57089  3.33273  -0.120
C  -0.00190  -0.08586  3.35389  -0.405
N  0.07786  -0.07503  2.06632  -0.118
H  2.15982  0.99398  2.36863  0.047
H  3.13589  0.86571  3.85460  0.066
H  2.17545  2.31648  3.56644  0.071
H  1.68047  1.19405  6.07052  0.089
H  -0.23962  0.13963  7.25469  0.052
H  -1.94444  -1.15321  5.98330  0.082
H  -2.47975  -2.36219  3.97670  0.057
H  -2.91570  -0.94833  2.99317  0.029
H  -1.62965  -2.02783  2.44382  0.037

Results
calculated total energy	-1608.5288	Eh
net charge	-2
orbital gap	0.13909	hartree
molecular weight	626.97	g/mol

(2)
The following is a DFT calculation (ωB97M-V/def2-TZVPD) of C15H20IrNO4 as an isolated structure in a non-equilibrium geometry.

Each line ends with the Löwdin charge.
Atoms and positions in Å:
Ir  -0.58653  -0.02302  -0.21108  1.383
C  -1.10247  1.14012  1.81907  -0.173
C  -0.10314  1.99697  1.29791  -0.171
C  -0.40081  2.33111  -0.02898  -0.218
H  0.78981  2.26324  1.85049  0.093
C  -1.65555  1.69369  -0.40210  -0.285
C  -2.07051  0.91685  0.75877  -0.283
H  -2.96204  0.33774  0.83432  0.103
H  -1.27564  0.94783  2.85971  0.103
H  0.10517  3.07305  -0.62501  0.082
H  -2.18513  1.80594  -1.32221  0.081
C  0.17979  -2.38967  0.20005  -0.167
C  -1.19825  -2.11575  0.32047  -0.202
C  -1.65411  -1.49598  -0.91414  -0.313
H  -1.87931  -2.40422  1.11662  0.101
C  -0.47448  -1.37458  -1.77000  -0.291
C  0.62045  -1.96107  -1.05034  -0.191
H  1.61971  -2.07038  -1.43651  0.082
H  0.80978  -2.82491  0.96444  0.106
H  -2.65408  -1.19256  -1.12010  0.093
H  -0.52532  -1.09396  -2.80304  0.070
O  1.54009  0.79987  -1.42826  -0.186
C  1.66773  1.23367  -2.82595  -0.553
C  2.81391  2.19568  -2.46287  -0.074
C  0.40869  1.87715  -3.33879  -0.021
C  2.11232  0.06388  -3.67424  -0.019
C  2.71691  1.58375  -1.08203  -0.140
H  2.52412  3.24469  -2.48794  0.114
H  3.74681  1.98895  -2.97739  0.107
H  3.54566  0.91897  -0.82407  0.123
H  2.48960  2.28291  -0.27746  0.109
H  0.57403  2.25251  -4.35290  0.092
H  0.09815  2.71457  -2.71437  0.072
H  -0.41390  1.15651  -3.38706  0.079
H  2.68504  0.42442  -4.53658  0.087
H  1.24196  -0.48922  -4.04207  0.077
H  2.73809  -0.61310  -3.08487  0.092
O  -0.19837  -2.00844  4.02814  -0.045
N  -0.88989  -1.43875  3.19085  -0.684
O  -2.15900  -1.34518  3.18589  -0.126
O  -0.23678  -0.88491  2.20318  -0.107

Results
multiplicity	6
calculated total energy	-1043.1210	Eh
net charge	-1
orbital gap (spin up / spin down)	0.11616 / 0.24149	hartree
molecular weight	470.55	g/mol